# 1
Formula: C28H28BaN2Si
Source: the Open Molecules 2025 dataset
Level of theory: ωB97M-V/def2-TZVPD

Positions of all 60 atoms, in Å:
C 1.130708 3.065946 0.675702
C 0.110583 2.934072 -0.306223
C -1.145331 3.052003 0.344287
H 0.264003 2.857892 -1.386636
C -0.906518 3.250827 1.728838
C 0.500739 3.262640 1.934883
H 1.004833 3.470251 2.880086
H 2.206317 3.101176 0.480379
H -2.115038 3.058907 -0.154022
H -1.663150 3.426261 2.492190
Ba -0.253015 0.347313 1.354910
C -1.084936 -2.292850 -3.533147
H -1.959371 -1.931954 -2.929751
H -1.627007 -2.519529 -4.478294
H -0.288252 -1.619610 -4.120593
Si -0.176747 -0.817173 -2.663721
C 1.640938 -0.621324 -2.949611
C 2.231567 0.623638 -2.683093
H 1.650662 1.420602 -2.197574
C 3.567878 0.850878 -3.021067
H 3.990737 1.842307 -2.845293
C 4.330691 -0.192778 -3.567842
H 5.367668 -0.014986 -3.849748
C 3.778770 -1.473004 -3.723425
H 4.369996 -2.314270 -4.090064
C 2.434305 -1.691990 -3.396989
H 1.985506 -2.691534 -3.478993
C -1.091790 0.732468 -3.109863
C -0.706467 1.511361 -4.217258
H 0.211388 1.276835 -4.762824
C -1.507245 2.582658 -4.638187
H -1.197180 3.186742 -5.493744
C -2.689519 2.880866 -3.955612
H -3.329714 3.698378 -4.288403
C -3.046723 2.140318 -2.819757
H -3.934007 2.397000 -2.240020
C -2.258434 1.067623 -2.405238
H -2.558670 0.472984 -1.534729
H -0.278483 -1.322040 -1.215608
H -0.614484 -3.199088 -3.092144
C -0.528282 1.204169 6.208599
C -0.658482 -0.029917 6.846222
C -0.565953 -1.195005 6.078623
C -0.352937 -1.105521 4.688871
N -0.259881 0.108919 4.073422
C -0.320755 1.233626 4.828674
C -0.241650 -2.314203 3.821554
C -0.281164 -3.620328 4.331908
C -0.199842 -4.716245 3.465628
C -0.051388 -4.491445 2.091904
C 0.010174 -3.167692 1.638256
N -0.112757 -2.107914 2.476108
H -0.578165 2.151360 6.750655
H -0.831940 -0.081292 7.917800
H -0.672688 -2.185523 6.518629
H -0.190501 2.182867 4.299373
H -0.400170 -3.728584 5.408305
H -0.256232 -5.729713 3.857251
H -0.000419 -5.306443 1.370523
H 0.147804 -2.910952 0.585911

Atomic forces in eV per Å
-0.2583 -0.0701 0.0342
0.0309 0.0234 0.1211
0.1557 0.0009 0.0268
-0.1163 -0.0004 0.4348
0.2537 0.0090 -0.1376
-0.1514 -0.0827 -0.2655
-0.1240 -0.1404 -0.3357
-0.4248 -0.0781 0.1072
0.2711 -0.0107 0.1919
0.1736 -0.0566 -0.1905
0.2921 0.4042 0.1547
-1.2930 -1.4408 1.1519
-0.3325 -0.6338 0.2806
0.5575 0.0259 0.1552
1.1370 0.8926 -2.1566
1.3773 0.9046 0.6727
-0.1368 -0.4862 -0.0715
0.1014 0.0642 -0.0364
0.2180 -0.2957 -0.4331
0.0350 -0.4589 0.0039
0.0273 -0.3757 -0.0943
-0.1700 0.1978 0.1155
-0.2309 -0.0380 0.0716
-0.5809 -0.1061 0.2690
-0.0294 0.3668 0.0948
0.4916 0.3734 -0.0687
0.3007 0.4075 -0.1986
-0.3358 -0.0471 0.1195
-0.3187 0.1535 0.0512
-0.2760 0.0337 0.2178
0.0774 -0.2124 0.1899
-0.1452 -0.2248 0.2441
0.1376 -0.2139 0.3531
0.2200 -0.1807 0.0978
0.0464 0.0171 -0.0548
0.1524 -0.0213 -0.2752
0.0841 0.1854 -0.3237
0.0333 0.2284 -0.2789
-0.5980 0.5190 0.2456
-0.5591 0.3902 -0.3304
0.2532 1.1616 -0.9881
-0.0039 -1.6032 -0.4669
-0.1314 0.8048 0.8355
0.0969 -1.8175 -1.1289
0.0942 1.0479 -0.2511
-0.1534 -0.7543 0.7480
-0.2252 1.6188 1.2438
-0.0462 -1.1243 -0.4838
-0.1897 0.8567 1.5118
0.1773 0.9461 -1.4848
-0.2804 -0.5993 1.4617
0.2714 0.0361 -1.1610
0.0176 -0.3809 -0.1132
0.0286 -0.0656 -0.1705
0.0294 0.4474 0.1276
-0.1404 -0.3654 0.1943
0.0877 -0.3747 -0.3556
0.0304 0.2114 -0.0442
0.0597 0.1733 0.2526
-0.0687 -0.2420 0.1191

* spin multiplicity: 1
* HOMO level (alpha / beta): -4.3 / -4.7 eV
* relative energy (zero: lowest compared OMol25 entry of this formula, charge and spin): 2.163 eV
* total charge: 0
* electronic energy: -41037.3129 eV

natural (NBO) population analysis, charges in e, atoms 1 to 8: -0.388 -0.401 -0.414 0.212 -0.400 -0.396 0.220 0.218

---

# 2
Formula: C28H28CoN2Si
Source: the Open Molecules 2025 dataset
Level of theory: ωB97M-V/def2-TZVPD

Positions of all 60 atoms, in Å:
C 1.357830 2.191233 1.591588
C 0.269281 2.409155 0.692985
C -0.919826 2.571123 1.463270
H 0.333540 2.506362 -0.381180
C -0.571631 2.437588 2.852430
C 0.843014 2.203805 2.927025
H 1.428978 2.098783 3.841382
H 2.400445 2.122220 1.297154
H -1.888470 2.824811 1.043343
H -1.249904 2.545619 3.700965
Co -0.046913 0.843015 1.856517
C -1.036141 -1.827845 -2.721934
H -1.952935 -1.485865 -2.190403
H -1.506062 -2.096964 -3.688619
H -0.267995 -1.166388 -3.301066
Si -0.198065 -0.428039 -1.732144
C 1.634672 -0.361744 -1.851753
C 2.303289 0.866815 -1.771565
H 1.773807 1.746369 -1.396566
C 3.636295 0.956511 -2.174450
H 4.133080 1.928318 -2.147240
C 4.297147 -0.195059 -2.623196
H 5.304544 -0.111836 -3.025260
C 3.686379 -1.449059 -2.515058
H 4.209872 -2.357613 -2.807380
C 2.385888 -1.535343 -2.014575
H 1.923789 -2.488368 -1.755854
C -1.131601 1.102912 -2.060673
C -0.686535 1.814622 -3.177533
H 0.327680 1.663047 -3.545461
C -1.567407 2.673327 -3.835292
H -1.246851 3.160057 -4.756325
C -2.841763 2.899548 -3.302502
H -3.538615 3.555605 -3.827290
C -3.230466 2.291410 -2.101279
H -4.205054 2.506331 -1.654856
C -2.369574 1.389351 -1.473572
H -2.661651 0.889279 -0.550185
H -0.398035 -0.746208 -0.300392
H -0.584080 -2.713916 -2.259659
C -3.734708 -0.854779 2.874646
C -3.375687 -2.167415 3.205423
C -2.047030 -2.560773 3.047130
C -1.108061 -1.614041 2.611025
N -1.475149 -0.310728 2.311459
C -2.787299 0.051300 2.404398
C 0.311557 -1.858740 2.395213
C 0.934842 -3.103101 2.528576
C 2.300159 -3.206710 2.283527
C 2.999610 -2.053988 1.896075
C 2.350485 -0.830901 1.760977
N 1.013439 -0.725122 2.013502
H -4.759999 -0.508733 2.981167
H -4.110992 -2.875357 3.578793
H -1.695539 -3.571341 3.274425
H -3.036921 1.078171 2.118768
H 0.315098 -3.946311 2.828991
H 2.806500 -4.166293 2.391562
H 4.072836 -2.085318 1.714101
H 2.876904 0.077189 1.456825

Atomic forces in eV per Å
0.8520 2.2319 -0.3254
0.3829 1.8376 -0.1430
-0.0209 2.2389 0.1183
-0.1035 -0.0092 0.2080
-0.2406 2.1291 0.0642
0.6132 1.6583 0.4602
-0.2880 -0.1147 -0.3959
-0.2746 -0.1160 0.1194
0.1582 -0.2115 0.1907
0.2751 -0.2225 -0.3864
-0.7427 -5.4153 -0.1955
-0.7414 -1.7489 -1.9566
0.6225 0.3022 -0.2230
0.2036 -0.1978 0.2476
-0.9441 -0.8176 0.2955
1.5754 3.1139 4.7518
0.2011 -0.1972 -0.0420
0.1260 0.1349 -0.5298
0.2414 -0.2031 -0.5107
-0.0876 -0.2236 0.2497
-0.0375 -0.3786 -0.0381
-0.1617 0.1084 0.0389
-0.1916 -0.0595 0.0931
-0.0340 0.0756 0.4363
0.0295 0.2414 0.2183
-0.0258 0.3309 -0.7209
0.1685 -0.0512 -0.4991
0.3179 -0.1038 -0.5753
-0.7137 0.1626 -0.4364
-0.2304 -0.0237 -0.1596
0.0556 0.2550 0.1848
-0.1763 0.0003 0.2699
0.0950 -0.1052 -0.0196
0.2311 -0.1723 0.1862
0.1985 0.0535 0.1206
0.3401 -0.0237 -0.2196
-0.2592 -0.0316 -0.4293
-0.0295 -0.0031 -0.1935
-0.6700 -0.8131 -0.2693
-0.0607 0.1756 -0.2781
-0.3000 1.5663 -0.5433
1.3951 -0.8927 -0.0293
-0.9482 0.0853 0.2604
1.2987 0.2690 -0.5516
-2.7760 -1.1544 0.2450
0.3048 -1.5608 0.6639
-1.2505 0.7232 0.0881
0.9336 -0.3101 -0.0737
-1.3132 -0.3777 0.3028
0.7349 1.2541 -0.3950
-0.6898 -1.4365 0.4509
2.1845 -1.8071 -0.2683
0.1538 -0.1603 -0.0230
0.0991 0.1694 -0.0881
-0.3807 0.3745 -0.0149
0.0576 -0.4223 0.2170
0.4086 0.0479 -0.0791
-0.1052 0.3052 -0.0350
-0.2500 -0.0699 0.0217
-0.2108 -0.4099 0.1452

* spin multiplicity: 5
* HOMO level (alpha / beta): -7.1 / -10.6 eV
* relative energy (zero: lowest compared OMol25 entry of this formula, charge and spin): 0.213 eV
* total charge: +1
* electronic energy: -77963.9108 eV
* <S²>: 6.03

natural (NBO) population analysis, charges in e, atoms 1 to 8: -0.354 -0.367 -0.355 0.225 -0.343 -0.334 0.253 0.238

---

# 3
Formula: C28H28F2N4O2
Source: the Open Molecules 2025 dataset
Level of theory: ωB97M-V/def2-TZVPD

Positions of all 64 atoms, in Å:
O -1.465404 -1.930421 2.243066
C -1.524917 -1.268347 1.223343
C -0.337788 -1.122100 0.318128
C 0.038842 -2.169199 -0.514240
C 1.164473 -2.049858 -1.311221
C 1.930178 -0.898411 -1.266896
C 1.584312 0.133419 -0.401854
C 2.420758 1.372797 -0.393069
O 2.601955 2.020090 -1.407739
N 2.925167 1.754121 0.808971
C 3.026244 0.908111 1.976602
C 4.529748 0.704004 2.298723
N 5.346315 0.892888 1.126558
C 5.531299 -0.145036 0.229362
C 4.825307 -1.351251 0.292605
C 5.063624 -2.381728 -0.597756
C 6.014104 -2.253953 -1.593297
C 6.752438 -1.084894 -1.666817
C 6.519633 -0.071130 -0.763828
F 7.319400 1.025297 -0.844376
C 5.303037 2.267984 0.656402
C 3.879378 2.843294 0.836163
C 0.441175 0.025747 0.380334
N -2.635316 -0.592697 0.851789
C -2.822690 0.081779 -0.410919
C -3.929696 -0.639877 -1.200526
N -5.157824 -0.733981 -0.446990
C -6.117871 0.261788 -0.539919
C -5.891820 1.487618 -1.178082
C -6.887879 2.436480 -1.313744
C -8.155523 2.211142 -0.810248
C -8.419729 1.005429 -0.183816
C -7.424451 0.059663 -0.069757
F -7.764422 -1.120951 0.512805
C -4.931978 -1.428057 0.806201
C -3.852316 -0.710488 1.627971
H -0.555714 -3.070446 -0.537169
H 1.446465 -2.857306 -1.969823
H 2.806056 -0.794077 -1.888693
H 2.522893 1.391699 2.822484
H 2.531365 -0.042800 1.782210
H 4.707883 -0.284693 2.721241
H 4.856241 1.446754 3.033485
H 4.064574 -1.493744 1.042333
H 4.484870 -3.289266 -0.513223
H 6.190790 -3.052530 -2.295878
H 7.525350 -0.950854 -2.407259
H 5.562167 2.302359 -0.398931
H 6.028854 2.870410 1.214403
H 3.774238 3.364293 1.791198
H 3.642389 3.528260 0.022104
H 0.153830 0.836202 1.035306
H -1.892695 0.083218 -0.979675
H -3.120861 1.118100 -0.211787
H -4.110645 -0.148367 -2.155878
H -3.595062 -1.664079 -1.403276
H -4.915571 1.713978 -1.575617
H -6.661516 3.367084 -1.812146
H -8.930419 2.954153 -0.908246
H -9.398677 0.774287 0.205849
H -5.845355 -1.493025 1.389993
H -4.595117 -2.444417 0.576871
H -3.617516 -1.274158 2.532033
H -4.199903 0.293355 1.899752

Atomic forces in eV per Å
0.1245 -0.2338 0.1386
0.0996 0.1008 -0.0500
0.2755 -0.1124 0.0905
-0.0988 0.0954 0.0978
0.0016 -0.0042 -0.0286
-0.0115 0.1404 0.0438
-0.2073 -0.1306 -0.2096
-0.1393 0.0139 0.0555
0.1096 -0.0279 -0.2582
-0.0125 0.1892 0.1270
0.0225 -0.2342 0.2287
-0.0534 -0.0508 0.0334
0.1919 0.0586 0.1718
0.1616 -0.1643 -0.1632
0.0658 0.1288 0.0325
0.0511 -0.1339 -0.0789
-0.0520 -0.0561 0.0304
-0.0418 0.1685 0.0843
0.0700 -0.0674 -0.1798
-0.1603 -0.1410 0.1323
-0.0152 0.2746 -0.1077
0.0249 0.1924 -0.1704
0.0223 -0.1313 -0.1260
-0.1790 0.1354 0.0329
-0.1123 -0.0107 -0.4939
0.2287 0.2706 -0.0447
-0.0811 -0.3947 -0.1778
-0.2853 0.1328 -0.0337
0.0399 -0.1064 0.0774
-0.1099 0.1139 -0.0329
0.0394 0.0217 -0.0312
0.1244 -0.0951 0.0379
-0.1331 0.0765 0.0823
0.1520 0.1083 -0.1523
0.1539 0.1341 0.4650
-0.2108 -0.3272 0.2564
-0.0540 -0.1024 0.0062
0.0287 -0.0796 -0.0617
0.0781 0.0190 -0.0616
0.0160 -0.1102 -0.0164
0.0704 0.1155 0.0828
-0.0124 0.0690 0.0653
-0.0348 -0.0931 0.0225
-0.0967 0.0556 0.0979
-0.0559 -0.0841 0.0101
0.0255 -0.0806 -0.0648
0.0877 0.0514 -0.0597
0.0027 -0.0075 0.1195
-0.0430 0.0509 -0.1084
-0.0080 -0.0058 -0.0318
0.0546 -0.0006 0.1622
-0.0189 0.0948 0.0948
-0.1194 0.0602 0.0436
0.0567 -0.0360 -0.0657
0.0146 -0.0413 0.0021
0.0367 0.0713 -0.0388
0.1118 -0.0257 -0.0005
0.0241 0.0747 -0.0434
-0.0800 0.0707 -0.0090
-0.0873 -0.0628 0.0510
0.0241 -0.0245 -0.0798
-0.0137 0.0204 0.0663
-0.0568 0.1236 -0.0640
-0.0066 -0.0572 0.0020

* spin multiplicity: 1
* HOMO level: -8.0 eV
* relative energy (zero: lowest compared OMol25 entry of this formula, charge and spin): 0.248 eV
* total charge: 0
* electronic energy: -44981.4158 eV

natural (NBO) population analysis, charges in e, atoms 1 to 8: -0.617 0.670 -0.134 -0.184 -0.208 -0.168 -0.138 0.673

---

Q: Which formula does entry 2 have?
A: C28H28CoN2Si